(1)
79
Properties=species:S:1:pos:R:3:forces:R:3:lowdin_charge:R:1 method="wB97M-V/def2-TZVPD" total_energy_ev=-55375.0419 charge=+1 e_lumo_ev=-3.06 e_above_lowest_kj_mol=143.6 fmax_ev_per_a=1.32
Zr -0.012 -0.516 -0.124 -0.675 0.431 -1.044 1.950
C -1.210 1.052 2.627 -0.032 -0.032 0.082 -0.039
O 0.027 0.813 1.900 -0.085 -0.047 0.120 -0.335
C 0.821 2.010 1.842 0.059 -0.017 -0.184 -0.153
C 0.748 2.470 0.409 -0.063 -0.061 0.082 -0.136
O 1.295 1.369 -0.365 0.119 0.107 -0.097 -0.362
C 2.690 1.588 -0.660 0.092 -0.013 0.004 -0.042
H -0.953 1.268 3.663 0.007 -0.007 -0.005 0.113
H -1.832 0.166 2.564 0.016 -0.010 -0.017 0.054
H -1.756 1.877 2.174 0.030 0.022 -0.003 0.109
H 1.839 1.737 2.114 -0.011 0.017 0.025 0.114
H 0.434 2.751 2.539 -0.015 0.009 -0.007 0.144
H 1.310 3.377 0.189 0.036 -0.002 0.065 0.147
H -0.288 2.602 0.097 0.001 0.007 0.000 0.126
H 2.771 2.319 -1.465 -0.026 -0.005 0.002 0.110
H 3.144 0.646 -0.942 -0.016 0.004 -0.002 0.068
H 3.197 1.960 0.228 -0.025 -0.009 0.018 0.095
O -3.727 -0.256 -1.282 -0.025 0.005 0.004 -0.247
S -2.837 -0.537 -0.206 0.399 -0.054 0.194 0.393
O -3.375 -0.901 1.068 -0.093 0.001 -0.050 -0.259
O -1.813 0.624 -0.011 0.241 -0.041 0.254 -0.488
O -1.737 -1.566 -0.622 0.260 -0.208 0.147 -0.458
C -0.205 -6.658 2.464 0.004 0.021 -0.006 -0.037
C -0.276 -5.159 2.355 -0.038 -0.005 0.048 -0.244
C -0.960 -4.409 3.304 0.038 0.002 -0.099 0.003
C -1.073 -3.031 3.168 -0.157 -0.105 -0.101 -0.239
C -1.898 -2.211 4.122 0.008 -0.035 -0.021 -0.028
C -0.436 -2.429 2.094 -0.025 0.129 0.239 -0.038
C 0.307 -3.140 1.145 -0.273 -0.020 0.216 -0.280
C 0.340 -4.526 1.279 0.027 -0.014 -0.076 0.013
N 0.913 -2.362 0.143 -0.164 0.117 -0.194 -0.175
C 1.772 -2.970 -0.903 0.151 -0.064 0.104 -0.599
C 0.916 -3.677 -1.955 0.049 0.040 0.084 -0.009
C 2.532 -1.793 -1.508 0.118 0.179 0.100 -0.066
C 2.866 -3.911 -0.364 -0.094 0.020 0.010 -0.026
H -0.686 -7.013 3.373 0.002 -0.002 0.004 0.079
H 0.831 -7.001 2.470 -0.002 -0.010 0.005 0.086
H -0.702 -7.129 1.614 0.000 -0.003 0.001 0.089
H -1.433 -4.907 4.142 -0.008 0.007 0.009 0.121
H -2.328 -2.835 4.903 0.010 -0.006 0.003 0.083
H -2.718 -1.733 3.583 -0.010 0.012 0.025 0.078
H -1.298 -1.437 4.604 -0.009 0.015 -0.004 0.082
H -0.565 -1.341 2.045 0.282 -0.146 0.052 0.061
H 0.829 -5.145 0.546 -0.002 0.010 0.010 0.094
H 0.210 -2.974 -2.397 0.000 -0.039 -0.057 0.059
H 0.336 -4.483 -1.507 -0.028 0.009 -0.019 0.088
H 1.542 -4.100 -2.742 0.005 0.010 -0.011 0.099
H 1.908 -0.905 -1.686 -0.114 -0.149 0.039 0.006
H 2.962 -2.033 -2.480 -0.010 -0.057 0.008 0.111
H 3.340 -1.492 -0.836 -0.019 0.032 0.006 0.076
H 2.541 -4.940 -0.248 0.014 0.006 0.018 0.073
H 3.247 -3.556 0.595 0.019 -0.016 0.001 0.090
H 3.696 -3.918 -1.073 0.012 0.005 0.000 0.094
C -1.292 -0.578 -3.303 -0.006 -0.051 -0.084 -0.136
C -1.416 -0.179 -4.791 0.009 0.016 -0.003 -0.130
N -0.735 1.088 -5.036 -0.012 0.026 -0.057 -0.150
C 0.693 0.879 -4.866 -0.004 -0.013 0.029 -0.143
C 0.974 0.170 -3.518 0.044 0.086 -0.040 -0.154
N -0.222 0.231 -2.626 -0.028 -0.104 0.063 -0.179
C -0.684 1.657 -2.634 -0.079 0.029 -0.042 -0.139
C -1.182 2.056 -4.043 0.016 -0.018 -0.002 -0.134
H -1.052 -1.633 -3.193 -0.006 0.006 0.015 0.100
H -2.226 -0.400 -2.785 0.002 0.024 0.022 0.082
H -2.467 -0.074 -5.060 -0.004 -0.024 0.014 0.129
H -0.983 -0.933 -5.450 0.017 -0.003 0.016 0.125
H 1.194 1.847 -4.913 -0.002 0.002 0.012 0.124
H 1.068 0.273 -5.691 0.021 0.004 0.006 0.126
H 1.821 0.639 -3.015 0.001 -0.027 0.001 0.097
H 1.211 -0.880 -3.682 -0.018 -0.005 0.011 0.111
H 0.162 2.277 -2.337 0.021 -0.024 0.008 0.111
H -1.477 1.763 -1.900 0.014 0.028 0.012 0.100
H -0.802 3.043 -4.313 -0.013 0.010 0.020 0.124
H -2.270 2.101 -4.072 -0.001 -0.013 0.011 0.130
N 4.110 -0.436 1.554 0.042 -0.061 -0.021 -0.051
N 2.735 -0.644 1.900 0.034 0.058 0.010 -0.050
H 4.729 -1.029 2.100 -0.016 -0.002 0.003 0.078
H 4.353 0.522 1.775 -0.002 0.000 0.001 0.060
H 2.603 -0.730 2.906 0.018 -0.014 -0.009 0.092
H 2.447 -1.524 1.486 -0.028 0.035 0.022 0.025


(2)
74
Properties=species:S:1:pos:R:3:forces:R:3:lowdin_charge:R:1 method="wB97M-V/def2-TZVPD" total_energy_ev=-47148.5499 charge=-1 e_lumo_ev=2.60 e_above_lowest_kj_mol=0.0 fmax_ev_per_a=1.79
C 7.903 1.889 2.547 -0.359 -0.138 -0.075 -0.079
C 7.599 0.451 2.128 0.803 -0.050 0.012 -0.272
O 7.128 0.279 0.781 -0.068 0.479 -0.114 -0.227
P 5.616 0.794 0.502 -1.633 -0.707 -0.190 0.520
O 5.055 1.485 1.660 0.229 0.545 0.834 -0.259
C 4.679 -0.659 -0.018 0.543 0.596 -0.248 -0.251
C 3.700 -1.174 1.038 -0.481 -0.608 -0.457 -0.374
C 2.269 -0.894 0.624 -0.107 0.380 0.120 -0.284
C 1.304 -1.460 1.653 0.321 0.002 -0.485 -0.317
C 0.069 -2.094 0.998 0.060 -0.107 0.590 -0.234
C -1.279 -1.684 1.592 -0.337 -0.029 -0.447 -0.205
C -1.989 -0.566 0.800 -0.210 -0.584 0.341 -0.196
C -3.414 -0.918 0.371 0.026 0.802 0.069 -0.210
C -4.488 -0.600 1.429 -0.364 -0.764 -0.680 -0.194
C -5.732 0.114 0.867 0.247 0.599 0.648 -0.191
C -6.015 1.494 1.522 -0.674 -0.677 -0.449 -0.181
C -7.473 1.670 1.996 0.361 0.677 0.063 -0.170
C -8.172 2.936 1.472 -0.262 -0.212 0.353 -0.233
O -9.347 2.663 0.727 0.224 0.109 -0.241 -0.193
C -9.057 2.043 -0.508 -0.421 0.063 0.039 -0.113
O 5.642 1.758 -0.798 1.160 -0.655 0.165 -0.207
C 6.774 2.611 -0.972 -0.083 0.727 -0.705 -0.288
C 6.390 4.090 -0.859 -0.054 -0.612 0.355 -0.065
H 7.459 2.599 1.864 -0.100 0.147 -0.168 0.050
H 7.429 2.075 3.501 0.027 0.156 0.300 0.074
H 8.967 2.083 2.616 0.209 0.015 0.007 0.065
H 6.934 -0.024 2.835 -0.467 -0.016 -0.012 0.107
H 8.529 -0.107 2.169 0.115 -0.252 -0.158 0.105
H 5.382 -1.414 -0.362 0.249 -0.137 0.035 0.077
H 4.099 -0.353 -0.884 -0.155 0.126 -0.138 0.068
H 3.919 -0.821 2.041 0.113 0.307 0.136 0.082
H 3.833 -2.277 1.071 0.333 -0.166 0.299 0.080
H 2.114 -1.446 -0.315 0.014 -0.146 -0.178 0.008
H 0.978 -0.723 2.389 -0.011 0.229 0.144 0.080
H 1.825 -2.244 2.240 -0.121 -0.165 0.236 0.079
H 0.171 -3.173 1.093 -0.014 -0.258 -0.109 0.094
H 0.072 -1.870 -0.063 -0.038 0.108 -0.221 0.065
H -1.937 -2.555 1.588 -0.155 -0.122 0.074 0.093
H -1.177 -1.381 2.630 0.172 -0.063 0.235 0.096
H -2.050 0.318 1.427 0.135 0.415 -0.098 0.100
H -1.415 -0.332 -0.085 0.289 0.145 -0.134 0.096
H -3.638 -0.323 -0.511 -0.075 0.112 -0.221 0.094
H -3.492 -1.950 0.049 0.110 -0.259 -0.065 0.104
H -4.068 -0.043 2.257 0.153 0.158 0.168 0.094
H -4.838 -1.554 1.814 0.072 -0.124 0.459 0.100
H -6.610 -0.503 1.023 -0.173 -0.218 -0.127 0.091
H -5.608 0.267 -0.199 -0.088 -0.145 -0.261 0.096
H -5.830 2.262 0.780 0.342 0.306 -0.035 0.094
H -5.344 1.636 2.357 0.217 0.179 0.122 0.096
H -8.098 0.826 1.729 -0.047 -0.263 -0.035 0.096
H -7.469 1.739 3.080 -0.128 -0.191 0.219 0.102
H -8.508 3.540 2.308 -0.128 0.167 0.115 0.112
H -7.483 3.556 0.892 0.075 0.003 -0.233 0.110
H -9.961 2.081 -1.106 -0.170 0.002 -0.059 0.082
H -8.276 2.572 -1.056 0.230 0.039 0.016 0.090
H -8.789 0.994 -0.388 0.243 -0.114 0.021 0.081
H 7.159 2.428 -1.972 0.067 -0.193 -0.167 0.108
H 7.590 2.397 -0.293 -0.083 -0.337 0.280 0.085
H 6.297 4.560 -1.829 -0.045 0.171 -0.154 0.062
H 7.133 4.597 -0.255 0.135 0.348 -0.017 0.064
H 5.442 4.144 -0.336 -0.195 0.139 0.083 0.080
C 1.225 -3.399 -5.278 -0.132 -0.275 0.005 -0.027
C 0.191 -2.543 -4.591 0.253 -0.205 -0.106 -0.334
C 0.501 -2.174 -3.161 0.109 0.247 0.106 -0.092
O -0.812 -1.977 -2.623 -0.200 -0.063 -0.062 0.054
C -1.671 -2.745 -3.326 0.135 -0.012 0.071 -0.560
O -2.803 -2.956 -3.030 0.022 -0.003 -0.061 0.154
O -1.054 -3.252 -4.431 -0.085 0.132 0.041 0.072
H 1.531 -4.230 -4.640 -0.007 0.033 0.044 0.088
H 0.821 -3.825 -6.196 0.011 0.104 -0.049 0.083
H 2.106 -2.807 -5.524 -0.009 0.037 0.022 0.088
H -0.017 -1.650 -5.188 -0.029 0.029 0.044 0.156
H 1.094 -1.269 -3.059 -0.141 0.071 0.160 0.141
H 0.981 -2.981 -2.605 0.044 -0.034 -0.070 0.140


The lowest charge belongs to which entry? C22H44O7P


Among the records above, which one has the lowest charge? C22H44O7P